Entry 1:
Entry from the OMol25 dataset: a cluster of 5 separate species, C37H57BN2O20 in total in a non-equilibrium geometry (wB97M-V/def2-TZVPD).

CARTESIAN COORDINATES (ANGSTROEM)
C 2.537 -5.236 2.069
C 0.907 -5.397 1.996
C 0.060 -4.013 2.237
C 0.524 -2.769 1.219
O -0.697 -2.335 0.524
C -0.447 -1.243 -0.429
O -1.062 -1.786 -1.670
C -0.356 -2.985 -2.143
C -1.466 -4.187 -2.288
N -1.202 -5.148 -3.442
C -0.265 -6.232 -2.923
C 0.658 -6.687 -4.239
C 2.097 -5.877 -4.222
O -0.091 -6.272 -5.471
C 1.125 -0.680 -0.533
O 2.201 -1.254 -1.078
O 1.018 0.622 0.156
C -0.307 1.138 0.630
C -0.554 2.758 0.655
C 0.638 3.637 -0.094
C 0.283 4.677 -1.350
C 1.492 5.571 -2.045
C 3.084 5.504 -1.577
C 3.435 4.473 -0.347
C 4.967 4.251 0.258
C 2.239 3.595 0.354
B -0.170 0.811 2.269
N 1.221 0.627 2.898
O -1.328 0.725 3.194
C -1.319 0.174 -0.260
C -1.837 0.913 -1.658
C -0.634 1.222 -2.729
C -2.747 -0.306 0.468
C -3.796 0.935 0.714
O -3.776 1.801 1.730
O -4.858 1.165 -0.319
H 2.919 -4.416 2.820
H 3.070 -6.286 2.266
H 2.924 -4.907 0.989
H 0.623 -5.964 0.989
H 0.608 -6.146 2.875
H -1.073 -4.268 1.982
H 0.112 -3.697 3.378
H 1.341 -3.257 0.510
H 0.985 -1.949 1.948
H 0.014 -2.734 -3.250
H 0.607 -3.268 -1.542
H -2.512 -3.672 -2.540
H -1.657 -4.785 -1.282
H -2.096 -5.575 -3.802
H 0.381 -5.766 -2.056
H -0.894 -7.151 -2.548
H 0.759 -7.852 -4.247
H 2.701 -6.125 -5.200
H 1.851 -4.725 -4.162
H 2.728 -6.146 -3.263
H 0.559 -5.782 -6.082
H -0.535 3.124 1.792
H -1.584 3.113 0.226
H -0.812 4.850 -1.764
H 1.260 6.326 -2.934
H 3.937 6.132 -2.109
H 5.169 4.931 1.198
H 5.806 4.345 -0.576
H 5.000 3.131 0.664
H 2.476 2.869 1.272
H 1.682 1.587 2.896
H 1.043 0.455 3.931
H -1.303 1.524 3.832
H -2.661 0.241 -2.199
H -2.367 1.959 -1.449
H 0.368 1.555 -2.216
H -0.965 2.045 -3.498
H -0.375 0.250 -3.373
H -2.580 -0.821 1.506
H -3.250 -1.045 -0.292
H -4.566 1.956 -0.887
O -4.918 -3.805 -2.624
C -5.790 -3.011 -2.314
O -6.842 -2.668 -3.114
C -7.734 -1.911 -2.319
C -6.856 -1.369 -1.238
O -5.842 -2.349 -1.121
H -8.204 -1.120 -2.909
H -8.513 -2.576 -1.931
H -6.396 -0.414 -1.512
H -7.389 -1.248 -0.291
O 3.993 3.913 3.254
C 3.121 4.707 3.564
O 2.070 5.050 2.763
C 1.177 5.807 3.559
C 2.055 6.349 4.640
O 3.069 5.369 4.757
H 0.707 6.598 2.968
H 0.398 5.142 3.947
H 2.515 7.304 4.365
H 1.522 6.470 5.587
O 0.578 7.704 -4.581
C -0.556 7.819 -4.148
O -1.322 8.942 -4.278
C -2.628 8.601 -3.853
C -2.400 7.433 -2.948
O -1.225 6.842 -3.470
H -3.100 9.441 -3.337
H -3.228 8.339 -4.730
H -2.214 7.737 -1.913
H -3.232 6.724 -2.967
O 2.910 -2.739 4.466
C 3.670 -3.403 5.152
O 4.109 -4.654 4.828
C 5.134 -4.981 5.747
C 4.830 -4.112 6.924
O 4.193 -2.990 6.343
H 5.105 -6.045 5.997
H 6.103 -4.748 5.294
H 4.139 -4.587 7.627
H 5.733 -3.809 7.462

Cartesian forces, eV/Å:
C 0.5 0.1 -1.2
C 0.2 -0.8 0.9
C -0.6 -0.3 -0.6
C 0.7 -1.9 2.3
O 2.5 2.3 -0.2
C -1.7 -0.2 -2.3
O 2.8 0.0 1.7
C 0.0 -1.1 -2.0
C -1.9 0.3 -0.1
N 0.4 0.0 2.5
C -0.3 -0.1 -1.4
C 0.3 0.9 0.2
C -0.7 -0.2 0.3
O 2.6 -0.1 0.2
C 2.2 -1.0 -1.0
O -7.0 4.4 3.8
O 1.5 -1.7 -2.4
C -0.9 -2.4 0.7
C 1.6 1.6 -0.4
C 3.0 2.8 -2.4
C 4.0 0.0 1.3
C 1.2 -1.7 2.3
C -3.4 -3.0 2.3
C -2.9 0.2 -0.9
C -0.8 -1.0 -0.1
C -1.5 1.5 -2.3
B -0.2 -0.3 1.9
N -2.4 2.2 0.9
O 2.0 2.0 -0.8
C -1.6 0.2 1.0
C 0.5 -0.1 -1.0
C 0.3 -0.6 -0.6
C -0.7 0.3 0.1
C 0.0 4.5 3.7
O 0.0 -5.6 -6.4
O 2.8 0.5 0.7
H -1.1 -1.9 -1.5
H -1.3 2.3 -0.2
H -0.8 -0.6 2.3
H 0.5 1.5 2.1
H 0.5 1.6 -1.9
H 2.3 0.7 0.6
H 0.0 -0.6 -2.5
H -1.8 1.5 1.2
H -0.8 -1.4 -2.0
H -0.8 -0.6 2.3
H -2.1 0.7 -0.9
H 2.4 -0.9 0.7
H 0.6 1.4 -1.7
H 1.4 0.8 0.7
H -1.2 -1.2 -1.8
H 1.4 1.6 -0.4
H 0.1 2.2 -0.1
H -1.1 0.5 2.0
H 0.5 -2.3 -0.2
H -1.2 0.4 -2.0
H -1.5 -1.2 1.6
H -0.1 -0.9 -2.4
H 2.0 -1.0 0.7
H 2.5 -0.6 1.0
H 0.4 -2.0 2.1
H -2.1 -1.5 1.2
H -0.4 -1.2 -2.1
H -2.0 0.1 1.8
H -0.1 2.5 -0.9
H -0.2 1.8 -2.4
H -0.1 -1.7 -0.4
H 0.4 0.1 -1.6
H 0.0 -2.2 -1.4
H 1.9 1.3 1.4
H 1.2 -2.2 0.1
H -2.1 -0.4 -0.9
H 0.6 -1.5 1.6
H -0.7 2.0 1.6
H -0.3 1.1 -2.1
H 1.0 1.4 1.6
H -0.5 -1.6 1.5
O -2.0 1.8 0.7
C 1.8 -1.6 -0.6
O 0.9 -0.3 0.4
C -1.1 0.2 -0.2
C -0.2 1.0 0.6
O 0.2 -0.7 -0.8
H 0.1 -0.2 0.0
H 0.1 0.0 0.0
H 0.0 -0.1 0.1
H 0.3 -0.1 -0.1
O -2.0 1.7 0.8
C 1.7 -1.5 -0.6
O 0.9 -0.2 0.7
C -1.0 0.3 -0.3
C -0.2 0.9 0.7
O 0.2 -0.6 -0.7
H 0.1 -0.3 -0.1
H 0.0 0.0 0.0
H 0.0 -0.1 0.0
H 0.2 -0.1 -0.1
O -2.6 0.3 1.0
C 2.3 -0.1 -0.9
O 0.7 -0.7 0.1
C -0.9 0.6 -0.2
C -0.7 -0.4 0.8
O 0.5 0.5 -0.6
H 0.2 0.0 -0.2
H 0.1 0.0 0.1
H 0.0 0.0 -0.1
H 0.3 0.0 0.0
O 1.7 -1.5 1.6
C -1.5 1.4 -1.3
O -0.4 0.9 0.2
C 0.8 -0.9 -0.1
C 0.4 -0.1 1.1
O -0.4 -0.1 -0.9
H -0.1 0.2 -0.2
H -0.1 0.0 0.0
H 0.0 0.0 -0.1
H -0.2 0.1 -0.1

structure (SMILES): CCCCO[C@]1(OCCNC[C@H](C)O)C(=O)O[C@](Cc2cccc(C)c2)(B(N)O)[C@]1(CC)CC(=O)O.O=C1OCCO1.O=C1OCCO1.O=C1OCCO1.O=C1OCCO1
molecular weight: 860.7 g/mol
HOMO level: -7.85 eV
total charge: 0
F_max: 9.06 eV/Å

---

Entry 2:
Entry from the OMol25 dataset: a structure of composition C37H57Cl3GeIN2P2S5V (wB97M-V/def2-TZVPD).

CARTESIAN COORDINATES (ANGSTROEM)
V -0.301 -0.108 0.647
C -4.611 0.386 -1.115
C -3.864 -0.256 0.052
C -4.531 0.123 1.374
C -3.764 -1.769 -0.035
C -4.871 -2.487 -0.471
C -4.882 -3.873 -0.491
C -3.753 -4.551 -0.071
C -2.618 -3.877 0.377
C -1.425 -4.739 0.786
C -1.645 -5.411 2.150
C -1.125 -5.871 -0.217
C -2.618 -2.458 0.420
N -1.523 -1.742 0.961
C -1.106 -2.198 2.195
C 0.122 -1.858 2.638
N 0.899 -1.038 1.818
C 2.300 -1.140 2.077
C 2.978 -0.151 2.806
C 4.323 -0.341 3.122
C 5.006 -1.480 2.737
C 4.332 -2.456 2.021
C 2.989 -2.311 1.689
C 2.308 -3.445 0.932
C 3.224 -4.105 -0.111
C 1.846 -4.559 1.883
C 2.283 1.078 3.358
C 2.011 0.897 4.854
C 3.091 2.353 3.114
H -4.577 1.471 -1.011
H -5.663 0.085 -1.138
H -4.160 0.147 -2.078
H -2.854 0.149 0.053
H -5.582 -0.187 1.353
H -4.493 1.203 1.532
H -4.047 -0.363 2.220
H -5.752 -1.948 -0.795
H -5.759 -4.415 -0.828
H -3.746 -5.636 -0.090
H -0.551 -4.091 0.850
H -2.593 -5.957 2.140
H -1.673 -4.699 2.971
H -0.843 -6.127 2.354
H -1.704 -6.768 0.021
H -0.067 -6.143 -0.163
H -1.348 -5.601 -1.247
H -1.780 -2.793 2.798
H 0.510 -2.171 3.600
H 4.834 0.415 3.704
H 6.048 -1.615 3.004
H 4.859 -3.355 1.726
H 1.438 -3.017 0.425
H 3.907 -4.812 0.368
H 3.825 -3.384 -0.659
H 2.622 -4.673 -0.825
H 2.690 -4.882 2.499
H 1.494 -5.423 1.310
H 1.041 -4.231 2.537
H 1.325 1.172 2.850
H 2.955 0.819 5.406
H 1.424 -0.004 5.041
H 1.450 1.749 5.245
H 3.986 2.385 3.744
H 2.491 3.233 3.357
H 3.399 2.427 2.070
C 2.649 1.185 -2.746
P 1.815 -0.356 -2.200
C 3.306 -1.425 -2.066
C 1.202 -0.960 -3.851
C -0.313 -0.766 -4.018
P -1.244 -1.368 -2.532
C -2.858 -1.656 -3.371
C -0.656 -3.113 -2.522
H 3.326 0.966 -3.578
H 3.202 1.618 -1.912
H 1.903 1.920 -3.056
H 3.990 -1.256 -2.902
H 2.994 -2.469 -2.065
H 3.822 -1.216 -1.127
H 1.439 -2.024 -3.921
H 1.753 -0.442 -4.639
H -0.681 -1.306 -4.896
H -0.553 0.291 -4.164
H -2.735 -2.348 -4.211
H -3.231 -0.700 -3.745
H -3.579 -2.068 -2.667
H -0.574 -3.526 -3.532
H -1.397 -3.677 -1.959
H 0.304 -3.206 -2.006
C 3.236 4.774 -2.230
S 3.634 4.018 -0.630
C 2.192 4.416 0.281
C 1.191 3.563 0.606
S 1.078 1.939 -0.006
S -0.002 4.286 1.682
C 0.717 5.829 1.903
S 0.101 7.008 2.894
S 2.141 6.012 0.977
H 4.045 4.504 -2.909
H 3.183 5.857 -2.140
H 2.290 4.376 -2.597
I -1.839 0.600 4.107
C -1.227 1.128 2.085
H -0.595 1.975 2.316
H -2.155 1.546 1.681
Cl -0.180 3.917 -3.136
Ge -1.340 2.166 -2.164
Cl -3.056 2.223 -3.834
Cl -2.489 3.444 -0.663

Cartesian forces, eV/Å:
V 0.0 0.2 -0.2
C 0.1 0.0 0.0
C -0.1 -0.1 -0.1
C 0.0 0.0 0.0
C -0.1 0.1 0.0
C 0.0 0.0 0.0
C 0.0 0.0 0.0
C 0.0 0.0 0.0
C 0.0 -0.1 0.0
C -0.1 0.0 0.0
C 0.1 0.0 0.0
C 0.0 0.0 0.0
C 0.2 0.1 0.2
N -0.1 -0.3 0.2
C -0.1 0.1 -0.3
C 0.3 0.1 -0.2
N 0.2 -0.4 0.4
C -0.2 -0.2 0.0
C 0.1 0.1 0.1
C 0.0 0.0 0.0
C -0.1 0.0 0.0
C 0.0 0.0 0.0
C 0.0 -0.1 -0.1
C 0.1 0.0 0.1
C 0.1 0.0 0.1
C 0.0 0.0 0.0
C 0.0 0.0 0.0
C 0.0 0.0 0.0
C 0.0 0.0 0.0
H 0.0 0.0 0.0
H 0.0 0.0 0.0
H -0.1 0.0 0.1
H 0.0 0.0 0.0
H 0.0 0.0 0.0
H 0.0 0.0 0.0
H 0.0 0.0 0.0
H 0.0 0.0 0.0
H 0.0 0.0 0.0
H 0.0 0.0 0.0
H -0.1 0.0 0.0
H 0.0 0.0 0.0
H 0.0 0.0 0.0
H 0.0 0.0 0.0
H 0.0 0.0 0.0
H 0.0 0.0 0.0
H 0.0 0.1 0.0
H 0.0 0.1 0.1
H 0.0 0.0 0.1
H 0.0 0.0 0.0
H 0.0 0.0 0.0
H 0.0 0.0 0.0
H 0.0 0.0 0.0
H 0.0 0.0 0.0
H 0.0 -0.2 0.1
H 0.0 0.0 0.0
H 0.0 0.0 0.0
H 0.0 0.0 0.0
H 0.0 0.0 0.0
H 0.0 0.0 0.0
H 0.0 0.0 0.0
H 0.0 0.0 0.0
H 0.0 0.0 0.0
H 0.0 0.0 0.0
H 0.0 0.0 0.0
H 0.0 0.0 0.0
C -0.1 0.0 0.0
P 0.2 0.1 -0.1
C 0.0 0.1 -0.1
C -0.3 0.0 0.1
C 0.2 0.0 0.2
P -0.2 -0.1 -0.1
C 0.0 0.0 -0.1
C 0.1 0.1 0.1
H 0.0 0.0 0.0
H 0.0 0.0 0.0
H 0.0 0.0 0.0
H 0.0 0.0 0.0
H 0.0 0.1 -0.1
H 0.0 0.0 0.0
H 0.0 0.0 0.0
H 0.0 -0.1 -0.1
H 0.0 0.0 0.0
H 0.0 0.0 0.0
H 0.0 0.0 0.0
H 0.0 -0.1 0.0
H 0.0 0.0 0.0
H 0.0 0.0 0.0
H 0.0 -0.1 0.0
H 0.0 0.0 0.0
C 0.0 -0.1 0.0
S 0.0 0.1 0.0
C 0.3 0.1 0.0
C -0.3 -0.2 0.1
S 0.2 0.2 -0.1
S -0.1 -0.2 0.0
C 0.0 0.1 0.0
S 0.0 0.0 0.0
S 0.1 0.0 0.1
H 0.0 0.0 0.0
H 0.0 0.0 0.0
H 0.1 0.0 0.0
I 0.0 0.0 0.0
C -0.3 0.0 0.1
H 0.1 0.1 0.1
H 0.1 0.0 0.0
Cl 0.0 -0.1 0.0
Ge -0.3 0.3 -0.2
Cl 0.1 -0.1 0.0
Cl 0.0 0.0 0.0

multiplicity: 3
molecular weight: 1109.0 g/mol
HOMO level (spin up / spin down): -2.17 / -2.08 eV
total charge: -2
F_max: 0.62 eV/Å

---

Entry 3:
Entry from the OMol25 dataset: a structure of composition C37H57Cl3N4O6P2RuS2 in a non-equilibrium geometry (wB97M-V/def2-TZVPD).

CARTESIAN COORDINATES (ANGSTROEM)
Ru 0.233 -0.444 -0.018
C -2.606 0.340 4.310
C -2.544 1.783 3.865
C -3.464 2.713 4.618
O -2.955 1.829 2.461
P -1.875 1.972 1.340
O -0.769 0.983 1.439
C -2.879 1.867 -0.140
P -1.864 2.039 -1.621
O -0.571 1.351 -1.431
O -1.610 3.578 -1.823
C -2.624 4.549 -2.198
C -2.288 5.050 -3.584
C -2.614 5.635 -1.145
O -2.683 1.492 -2.834
C -4.131 1.374 -2.990
C -4.454 1.826 -4.397
C -4.535 -0.060 -2.733
O -1.347 3.456 1.359
C 0.006 3.809 1.794
C 0.890 3.896 0.571
C -0.117 5.107 2.556
H -2.317 0.270 5.357
H -1.945 -0.290 3.713
H -3.623 -0.042 4.205
H -1.513 2.150 3.922
H -4.495 2.373 4.529
H -3.398 3.728 4.232
H -3.196 2.724 5.674
H -3.657 2.630 -0.078
H -3.329 0.871 -0.140
H -3.600 4.055 -2.203
H -1.325 5.560 -3.569
H -3.048 5.755 -3.923
H -2.227 4.229 -4.297
H -1.642 6.128 -1.132
H -2.805 5.226 -0.153
H -3.375 6.380 -1.373
H -4.607 2.041 -2.265
H -3.923 1.203 -5.115
H -4.170 2.864 -4.561
H -5.524 1.729 -4.576
H -3.977 -0.726 -3.391
H -5.599 -0.168 -2.940
H -4.350 -0.374 -1.708
H 0.358 3.011 2.452
H 0.500 4.640 -0.123
H 0.934 2.941 0.049
H 1.897 4.188 0.868
H -0.469 5.903 1.899
H 0.856 5.396 2.951
H -0.813 5.010 3.388
S -0.813 -2.084 1.797
C -1.584 -3.262 0.831
N -1.971 -4.443 1.378
C -2.825 -5.317 0.598
C -2.290 -5.364 -0.812
N -2.286 -4.017 -1.350
C -2.365 -3.915 -2.801
C -1.265 -4.710 -3.456
C -1.534 -5.846 -4.205
C -0.498 -6.573 -4.777
C 0.815 -6.167 -4.594
C 1.090 -5.033 -3.838
C 0.056 -4.308 -3.273
C -1.856 -3.005 -0.545
S -1.677 -1.411 -1.204
C -1.670 -4.788 2.757
C -2.661 -4.264 3.772
C -4.024 -4.520 3.665
C -4.905 -4.060 4.630
C -4.432 -3.348 5.724
C -3.075 -3.093 5.841
C -2.198 -3.540 4.864
H -3.859 -4.953 0.597
H -2.810 -6.311 1.046
H -2.913 -5.996 -1.447
H -1.275 -5.779 -0.815
H -2.268 -2.862 -3.059
H -3.348 -4.260 -3.132
H -2.560 -6.161 -4.351
H -0.716 -7.454 -5.364
H 1.623 -6.732 -5.037
H 2.114 -4.715 -3.697
H 0.266 -3.427 -2.676
H -0.683 -4.388 2.995
H -1.604 -5.877 2.807
H -4.407 -5.098 2.833
H -5.962 -4.271 4.537
H -5.120 -2.999 6.482
H -2.698 -2.542 6.692
H -1.140 -3.325 4.946
Cl 4.854 0.116 2.991
C 3.182 -0.014 3.520
Cl 2.941 -1.409 4.564
Cl 2.648 1.473 4.312
C 2.337 -0.199 2.328
N 1.655 -0.329 1.413
C 2.110 0.486 -2.748
C 2.479 -0.815 -2.043
C 3.723 -0.620 -1.174
C 2.723 -1.926 -3.068
N 1.400 -1.240 -1.191
H 2.935 0.797 -3.388
H 1.909 1.284 -2.028
H 1.215 0.358 -3.358
H 4.574 -0.374 -1.809
H 3.955 -1.528 -0.618
H 3.581 0.200 -0.465
H 3.538 -1.643 -3.736
H 1.831 -2.100 -3.668
H 2.993 -2.856 -2.568

Cartesian forces, eV/Å:
Ru -0.9 -0.4 -0.4
C 0.0 0.0 0.0
C 0.1 -0.1 0.0
C 0.0 -0.1 0.0
O -0.2 0.1 -0.1
P 0.1 0.0 -0.2
O 0.1 0.0 0.0
C -0.1 0.0 0.0
P 0.0 0.1 0.3
O 0.2 0.0 -0.2
O 0.1 -0.1 0.0
C 0.0 0.0 0.0
C 0.0 0.0 0.0
C 0.0 0.0 0.0
O 0.0 0.0 -0.1
C 0.0 0.0 0.0
C 0.0 0.0 0.0
C -0.1 0.0 -0.1
O -0.1 0.0 0.1
C 0.0 0.0 0.0
C 0.0 0.0 0.0
C 0.0 0.0 0.0
H 0.0 0.0 0.1
H 0.0 0.1 0.0
H 0.0 0.0 0.0
H 0.0 0.0 0.0
H 0.0 0.0 0.0
H 0.0 0.0 0.0
H 0.0 0.0 0.0
H -0.1 0.0 0.0
H 0.0 0.0 0.0
H 0.0 0.0 0.0
H 0.0 0.0 0.0
H 0.0 0.0 0.0
H 0.0 0.0 0.0
H 0.0 0.0 0.0
H 0.0 0.0 0.0
H 0.0 0.0 0.0
H 0.0 0.0 0.0
H 0.0 0.0 0.0
H 0.0 0.0 0.0
H 0.0 0.0 0.0
H 0.0 0.0 0.0
H 0.0 0.0 0.0
H 0.0 0.0 0.0
H 0.0 0.0 0.0
H 0.0 0.0 0.0
H 0.0 0.0 0.0
H 0.0 0.0 0.0
H 0.0 0.0 0.0
H 0.0 0.0 0.0
H 0.0 0.0 0.0
S 0.2 0.0 -0.1
C -0.1 0.1 -0.2
N 0.1 -0.1 0.0
C 0.0 -0.1 0.0
C 0.0 -0.1 0.0
N -0.1 0.0 0.1
C 0.0 0.1 -0.1
C 0.0 0.0 -0.1
C 0.0 0.0 0.0
C 0.0 0.0 0.0
C 0.0 0.0 0.0
C 0.0 0.0 0.0
C 0.0 -0.1 0.0
C 0.1 0.0 0.1
S 0.1 0.1 0.0
C 0.1 0.1 0.0
C 0.1 0.0 0.1
C 0.0 0.0 0.0
C 0.0 0.0 0.0
C 0.0 0.0 0.0
C 0.0 0.0 -0.1
C -0.1 0.0 0.0
H 0.0 0.0 0.0
H 0.0 0.0 0.0
H 0.0 0.0 0.0
H 0.0 0.0 0.0
H -0.1 -0.1 0.0
H 0.0 -0.1 0.0
H 0.0 0.0 0.0
H 0.0 0.0 0.0
H 0.0 0.0 0.0
H 0.0 0.0 0.0
H 0.0 0.0 0.0
H 0.0 -0.1 0.0
H -0.1 0.0 0.0
H 0.0 0.0 0.0
H 0.0 0.0 0.0
H 0.0 0.0 0.0
H 0.0 0.0 0.0
H 0.1 0.0 0.0
Cl 0.1 0.0 0.0
C -0.2 -0.1 -0.3
Cl 0.0 0.0 0.1
Cl 0.0 0.1 0.1
C -0.4 -0.1 -0.5
N 1.2 0.3 1.2
C 0.0 0.2 0.0
C -0.1 -0.2 0.0
C 0.1 0.1 0.0
C 0.1 0.0 0.0
N -0.3 0.1 0.3
H 0.0 0.0 -0.1
H 0.0 -0.1 -0.1
H 0.0 0.0 0.0
H 0.1 0.0 0.0
H 0.0 0.0 0.0
H 0.0 0.0 -0.1
H 0.0 0.0 0.0
H 0.0 0.0 0.0
H 0.0 0.0 0.0

multiplicity: 6
molecular weight: 987.4 g/mol
energy above the lowest of the compared OMol25 structures with the same formula, charge and spin: 15.2 kcal per mole
HOMO level (spin up / spin down): -8.41 / -10.05 eV
total charge: +1
F_max: 1.76 eV/Å